This record from OMol25 describes a 2-piece molecular cluster, C5H5N3O3 overall. The level of theory is ωB97M-V with the def2-TZVPD basis set.

Structure (XYZ):
```
16
Properties=species:S:1:pos:R:3
C -1.13915 -0.40790 -1.42217
H -3.12684 -0.43645 -2.26313
N 1.75916 1.39689 0.10400
C 1.59103 0.58637 1.14798
H -2.19791 -0.15420 0.28770
O 3.43218 0.57747 2.68137
C 0.25669 0.26677 0.75649
N -2.36590 -0.39364 -0.71838
H 1.38323 -1.20013 -1.18083
H 1.79948 -0.49474 2.93245
C 2.32745 0.31969 2.36353
C 0.06601 -0.09571 -0.63624
H 2.23742 2.20728 -0.19356
O -1.23821 -0.66267 -2.60173
O -3.54463 -0.41530 -1.41248
N 0.47100 1.20764 -0.42048
```

Values from the calculation:
max |F|: 6.46 eV/Å
total charge: 0
energy above the lowest of the compared OMol25 structures with the same formula, charge and spin: 10.000 eV
frontier orbital gap: 8.0 eV
highest occupied orbital energy: -9.48 eV

Here are the Löwdin charges for atoms 1 to 2, given in e: -0.4495, 0.0694

=====

This record from OMol25 describes C29H47FeN3Se3Te as an isolated structure. The level of theory is ωB97M-V with the def2-TZVPD basis set.

Structure (XYZ):
```
84
Properties=species:S:1:pos:R:3
H 3.09412 2.34878 2.56362
N 0.51854 0.57019 2.31246
H -3.84733 -1.17234 -3.04496
H -3.76101 4.22220 1.67136
H 1.66013 3.08940 -2.42167
H -2.60112 0.39587 0.70847
H -0.82252 2.46258 3.17817
H -0.28259 -1.94326 -2.22696
H -0.97484 -2.41619 2.69599
H 2.66104 -6.22169 0.32769
H -3.05816 0.36731 -3.42895
H -3.46396 3.72466 -0.00744
Se 6.02157 1.30604 1.47743
C 0.84640 2.96662 -3.14034
H 2.74251 -5.24025 -1.96190
H -2.39804 3.22141 3.48772
C 1.28492 0.54963 -3.30411
Fe 0.32700 0.91029 0.33904
Te 3.63650 3.82535 -0.43067
C -2.08016 -0.79179 -1.83571
H 3.98652 -4.03900 -0.14919
C -2.59015 -1.80674 -0.80065
H 2.82407 -4.26207 2.09453
H 0.80944 -5.69011 1.88103
C 2.20087 -4.73191 -1.16138
C -1.84216 2.56447 2.81145
H 1.31202 -4.27475 -1.61038
H -3.97877 2.52980 1.19417
H 0.17328 -1.28053 5.01656
H 1.39885 -3.26271 2.37038
C 2.07909 2.49143 2.93421
C -1.35942 2.19893 0.33737
C -3.31919 -0.31298 -2.61783
H 2.10541 0.68506 -2.60758
H 3.34179 -2.86661 -1.29513
H -3.02548 -2.65830 -1.32944
H -2.10623 -1.07446 2.80450
H -0.38436 1.86936 -5.10106
H -4.00254 0.21308 -1.94739
H -0.05544 4.32315 1.50023
C 1.57533 -1.94812 0.25907
H -3.36528 -1.39717 -0.15155
H 0.12431 3.77277 -2.98849
H 2.15141 3.05565 3.86744
C -0.85994 1.54484 -4.17298
H 0.93861 -0.47799 -3.21467
C 1.77275 -5.71557 -0.06851
H 1.67304 0.69133 -4.31790
H -1.71480 -2.47266 -3.12528
Se 4.23000 0.08394 0.97355
H -0.83584 -1.04181 -3.63855
H -1.27794 0.55487 -4.34997
C 1.35429 1.21109 3.19598
C 3.06560 -3.62686 -0.56742
H -1.15820 -1.28972 1.35137
C -0.52081 1.43425 -1.67648
C -1.16631 -1.59713 -2.76526
C 1.05495 -4.99338 1.07661
C 0.45349 -0.54950 4.26924
H 0.03695 3.41909 -0.83399
C -1.12971 4.47123 1.36059
H 1.26989 3.08065 -4.14076
C -3.36460 3.42181 1.03936
C -1.89153 3.14579 1.39680
C 0.17842 1.58364 -3.03924
C -0.52336 2.50353 -0.73967
H 1.88500 0.85768 5.28662
C -1.11725 -1.36457 2.42720
H -2.29997 1.57112 2.84973
N 0.88435 -1.05437 0.02561
H 1.56868 3.12086 2.20434
C 1.33386 0.55467 4.40754
C -1.89341 0.90365 0.07230
C 1.91891 -3.86624 1.62867
H 1.12889 -6.49024 -0.48900
H -1.77668 -2.17977 -0.18410
Se 2.70124 1.54778 -0.18005
C -1.45328 0.44697 -1.17891
H 0.11105 -4.56975 0.71650
H -1.27866 4.98739 0.40745
N 2.35177 -2.97490 0.54014
H -1.68726 2.22868 -3.96019
C -0.03102 -0.49829 2.98340
H -1.48753 5.12481 2.15980
```

Values from the calculation:
max |F|: 1.19 eV/Å
total charge: -1
energy above the lowest of the compared OMol25 structures with the same formula, charge and spin: 0.067 eV
frontier orbital gap (spin up / spin down): 6.0 / 4.9 eV
highest occupied orbital energy (spin up / spin down): -3.72 / -3.61 eV
multiplicity: 2

Here are the Löwdin charges for atoms 1 to 2, given in e: -0.0067, -0.0012

=====

This record from OMol25 describes a 2-piece molecular cluster, C5H12O overall. The level of theory is ωB97M-V with the def2-TZVPD basis set.

Structure (XYZ):
```
18
Properties=species:S:1:pos:R:3
H -1.89701 -0.10739 -1.02327
C -2.44838 -0.91884 -0.53091
H -2.65645 -1.68181 -1.28652
C -0.52004 0.77623 1.38559
H -1.17004 1.39299 0.76809
C 2.14804 -0.16378 -1.04950
H -0.93735 0.43955 2.32960
H -3.40212 -0.50003 -0.19011
O -1.76144 -1.48277 0.55880
H 2.01324 1.72110 -0.02018
H -0.86158 -1.13616 0.56399
H 1.50757 -0.97154 -1.41965
H 2.66688 0.27465 -1.90983
C 0.69723 0.42434 0.97591
C 1.34345 0.89804 -0.29632
H 0.58035 1.33535 -0.95177
H 2.91125 -0.61611 -0.40742
H 1.30031 -0.20894 1.62766
```

Values from the calculation:
structure (SMILES): C=CCC.CO
max |F|: 0.49 eV/Å
total charge: 0
energy above the lowest of the compared OMol25 structures with the same formula, charge and spin: 1.500 eV
frontier orbital gap: 10.6 eV
highest occupied orbital energy: -9.59 eV

Here are the Löwdin charges for atoms 1 to 2, given in e: 0.0696, -0.1784

=====

This record from OMol25 describes a 3-piece molecular cluster, C10H28BBr2NO7PS2 overall. The level of theory is ωB97M-V with the def2-TZVPD basis set.

Structure (XYZ):
```
52
Properties=species:S:1:pos:R:3
Br -2.79285 1.07382 4.62611
H -3.16525 3.53064 -0.31180
O -5.77399 1.84667 0.69359
H 0.72242 -3.50111 3.53162
H -4.61298 1.46174 2.97585
H -0.04793 -2.29901 4.58637
C 0.18016 -2.55520 3.55131
B -4.23600 4.15469 1.67006
H -6.76910 2.83105 2.87682
O 1.53059 -1.80604 1.62926
C -3.61223 1.88336 2.97767
H -3.15106 1.77184 0.88411
H -1.73788 1.54324 1.93203
H 5.48439 -4.36337 -4.49553
O 5.12347 -3.13580 -2.36368
C 1.01549 -1.45157 2.94318
C -2.80209 1.33529 1.81691
S 5.08685 -1.98997 -3.22215
H 6.25122 0.03607 -3.37101
N -7.09872 3.44213 2.13409
H 4.09096 -4.35918 -6.60247
H 2.35972 -0.90193 -0.82010
C 6.16968 -0.74460 -2.61974
P -5.90769 3.53588 0.85729
Br -4.67104 3.96699 4.63774
C 5.52226 -3.56383 -5.23571
O 5.87371 -2.32814 -4.55754
H -3.13786 5.25136 0.01462
O 3.82109 -1.40465 -3.53840
H -2.64856 3.76711 3.24747
H 1.18505 -1.79603 -1.82095
H -4.55177 5.28826 2.01826
H 5.71230 -0.35369 -1.71326
H -7.13836 4.36530 2.56014
H 3.37432 -3.32630 -5.35758
H -2.92859 0.25385 1.75701
C -3.65106 3.39194 3.02827
H -5.74322 1.64037 -0.24412
H -2.06312 4.17663 0.90052
C 1.72946 -1.78424 -0.87966
H 6.37036 -3.74385 -5.89277
H 0.46120 -0.51550 2.86807
C -3.07923 4.26958 0.49616
H 4.26787 -2.59838 -6.69447
S 0.52921 -1.70612 0.40146
O -0.29084 -2.87811 0.35333
H 2.31150 -2.69520 -0.76776
H 7.13449 -1.19379 -2.40307
H 1.91799 -1.27146 3.52390
H -0.75897 -2.68316 3.01644
C 4.23190 -3.45042 -6.01606
O -0.08728 -0.41715 0.41818
```

Values from the calculation:
max |F|: 0.25 eV/Å
total charge: -1
frontier orbital gap: 5.0 eV
highest occupied orbital energy: -3.42 eV

Here are the Löwdin charges for atoms 1 to 2, given in e: 0.5273, 0.0223

=====

What is the total charge in the fourth record?
-1

=====

Which formula does entry 4 have?
C10H28BBr2NO7PS2